(1)
Here is a structure of composition C11H14BN7Re in a non-equilibrium geometry from the OMol25 dataset. Energies are from ωB97M-V with the def2-TZVPD basis set.

Structure (XYZ):
```
34
Properties=species:S:1:pos:R:3:mulliken_charge:R:1
H 3.09399 -0.77004 2.35340 0.521
N 1.25251 -0.75783 1.30233 -0.223
B -1.03818 -1.59086 0.28560 -0.184
N 0.24924 -1.79164 1.09836 0.020
C 0.66217 -2.91319 1.69594 0.101
Re 0.75598 0.90701 0.54360 1.638
H 0.03490 -3.79735 1.63443 0.485
C 1.89165 -2.69533 2.30479 -1.014
H 2.47603 -3.42349 2.85260 0.437
C 2.23164 -1.36509 2.06543 0.014
H -1.73905 -2.53229 0.39789 -0.013
C 1.81854 4.08597 -1.67711 -0.863
H 2.46961 4.95378 -1.65086 0.299
H 0.91258 4.29040 -1.08504 0.210
H 1.54840 3.83905 -2.69915 0.303
N -0.67623 -1.44412 -1.20947 0.485
N -1.76123 -0.32606 0.73674 0.071
N 0.16415 -0.44958 -1.63707 -0.469
N -1.06596 0.92220 0.97590 -0.410
C -1.06188 -2.23034 -2.24699 -0.059
C -3.05719 -0.16110 1.01702 0.059
H -1.73570 -3.06309 -2.05619 0.423
H -3.74663 -0.99387 0.89596 0.492
C -0.44770 -1.76305 -3.39368 -0.714
C -3.27975 1.14708 1.44039 -0.944
C 0.30506 -0.64363 -2.98142 -0.423
C -2.04525 1.78816 1.42117 0.013
H -0.55282 -2.20993 -4.38069 0.414
H -4.23592 1.57300 1.72797 0.440
H 0.91774 -0.03559 -3.64895 0.452
H -1.75498 2.79430 1.68471 0.519
H 2.30648 3.24233 -1.19909 0.065
N 2.93111 3.09398 1.95715 -0.310
C 2.17668 2.32023 1.47434 0.164
```

Kohn-Sham gap (alpha / beta) ... 6.302 / 5.759 eV
HOMO energy (alpha / beta) ... -16.19 / -16.17 eV
LUMO level (alpha / beta) ... -9.889 / -10.416 eV
2S+1 ... 4
Net charge ... +2
Energy relative to the best compared isomer or geometry (same formula, charge and spin) ... 18.04 kcal/mol



(2)
Here is a structure of composition C47H57N11O4SSc in a non-equilibrium geometry from the OMol25 dataset. Energies are from ωB97M-V with the def2-TZVPD basis set.

Structure (XYZ):
```
121
Properties=species:S:1:pos:R:3:mulliken_charge:R:1
Sc -0.15305 -0.45598 0.15413 -0.249
C -1.41918 -4.69306 0.07567 -1.544
C -2.58760 -3.89262 -0.43817 0.930
C -3.54086 -4.50985 -1.24274 -0.953
C -4.67836 -3.83281 -1.64971 -1.122
C -4.89285 -2.53732 -1.20605 -0.562
C -3.97142 -1.90496 -0.37821 1.684
C -4.30730 -0.59282 0.26691 -1.235
C -2.78422 -2.56191 -0.04462 -1.187
N -1.77964 -1.93894 0.75552 2.659
C -1.95646 -2.08753 2.08288 -1.060
O -2.95928 -2.45160 2.68856 -0.719
C -0.67599 -1.82877 2.83634 0.338
C -0.43911 -2.25862 4.12657 -0.766
C 0.86320 -2.18619 4.61160 -1.130
C 1.87929 -1.70035 3.80119 -0.721
C 1.54468 -1.25835 2.53484 -0.041
N 0.29975 -1.32635 2.08439 1.586
C 2.56224 -0.88380 1.49169 -0.056
O 3.73864 -0.80148 1.81034 -0.737
N 2.03615 -0.79490 0.23131 0.918
C 3.06482 -1.00360 -0.74782 -0.302
C 3.85160 0.05056 -1.21990 1.019
C 3.62464 1.46913 -0.77829 -1.381
C 4.90363 -0.22907 -2.08557 -0.689
C 5.18755 -1.52764 -2.47685 -1.279
C 4.40143 -2.56763 -2.00500 -0.960
C 3.34217 -2.32289 -1.13369 2.021
C 2.57989 -3.49295 -0.56598 -1.594
H -1.13461 -5.47397 -0.63076 0.496
H -1.68919 -5.18443 1.01383 0.395
H -0.55529 -4.06305 0.28044 -0.111
H -3.39354 -5.54361 -1.53482 0.498
H -5.41364 -4.32567 -2.27301 0.412
H -5.81342 -2.02349 -1.46022 0.458
H -5.18755 -0.14096 -0.18995 0.454
H -3.47363 0.10437 0.21423 -0.277
H -4.52681 -0.77179 1.32161 0.425
H -1.25425 -2.67596 4.70032 0.655
H 1.08977 -2.54809 5.60607 0.486
H 2.91399 -1.66734 4.11077 0.694
H 2.71286 1.56213 -0.19075 -0.455
H 3.54608 2.12799 -1.64337 0.477
H 4.46614 1.80650 -0.17088 0.448
H 5.51573 0.59061 -2.44392 0.485
H 6.02458 -1.73125 -3.13233 0.401
H 4.62172 -3.58995 -2.28982 0.500
H 2.49993 -4.29595 -1.29953 0.539
H 1.58020 -3.21213 -0.24008 -0.320
H 3.10109 -3.89485 0.30680 0.445
C -2.94834 1.25709 2.79575 -1.466
C -1.85533 1.76710 1.90274 -0.138
O -1.25392 1.02633 1.10205 0.747
N -1.52434 3.04149 2.01958 0.172
C -0.43475 3.69022 1.28913 -0.039
C -0.82578 4.18070 -0.08156 0.277
C -1.39349 5.43928 -0.23628 -0.897
C -1.71347 5.88044 -1.50880 -0.639
C -1.44511 5.04518 -2.57864 -0.828
C -0.87779 3.80401 -2.32847 -0.335
N -0.57580 3.36594 -1.10621 0.339
H -2.90101 0.17406 2.88399 0.046
H -3.91564 1.52247 2.36740 0.418
H -2.87777 1.70835 3.78535 0.564
H -2.02703 3.58484 2.70323 0.300
H 0.38844 2.97838 1.21232 -0.840
H -0.11898 4.53190 1.90276 0.818
H -1.57464 6.06477 0.62893 0.463
H -2.15560 6.85659 -1.65866 0.426
H -1.66159 5.34677 -3.59385 0.468
H -0.65928 3.12154 -3.14145 0.661
C 3.73364 2.46177 2.58176 -1.262
C 2.55746 2.08111 3.40876 0.465
N 1.38124 1.68469 2.97624 0.355
C 0.62884 1.44003 4.10804 -0.304
C 1.35546 1.69123 5.22689 -1.036
N 2.58388 2.10226 4.76597 -0.043
H 4.27313 1.56678 2.26563 0.135
H 4.41058 3.10215 3.14658 0.543
H 3.40696 2.99639 1.69247 0.202
H -0.38604 1.07842 4.05080 0.237
H 1.11913 1.61567 6.27282 0.444
H 3.38184 2.33602 5.33208 0.200
N 2.69820 -1.02004 -4.42820 -0.427
C 1.75818 -0.06276 -4.55056 -0.276
S 1.17135 0.76216 -3.22187 0.281
N 1.33360 0.14593 -5.82525 -0.210
C 0.25290 0.97652 -6.22632 0.024
C -0.79861 0.40863 -6.93241 -0.326
C -1.84765 1.20138 -7.37681 -0.684
C -1.85084 2.56182 -7.10828 -0.451
C -0.78895 3.12614 -6.41224 -0.558
C 0.26547 2.34114 -5.97304 -0.129
H 3.18267 -1.08709 -3.54425 0.227
H 3.19022 -1.36806 -5.23539 0.181
H 1.66516 -0.50056 -6.52559 0.281
H -0.78726 -0.65477 -7.14332 0.286
H -2.65979 0.75206 -7.93314 0.412
H -2.66390 3.18239 -7.46041 0.431
H -0.76532 4.19304 -6.23128 0.504
H 1.10072 2.78206 -5.44698 0.517
C -3.07534 0.98766 -2.68031 -1.067
N -2.56406 -0.21673 -3.31775 0.817
C -3.07362 -0.41737 -4.66499 -1.280
C -1.67604 -0.99892 -2.68511 0.100
O -1.12876 -0.56831 -1.62422 0.446
N -1.26956 -2.18063 -3.19303 0.437
C -0.02544 -2.77925 -2.72782 -0.935
C -2.08088 -3.11485 -3.96536 -1.499
H -2.87160 1.84121 -3.32769 0.492
H -2.58948 1.14928 -1.72627 -0.045
H -4.15357 0.90483 -2.53599 0.366
H -3.26914 0.56618 -5.08956 0.417
H -4.00681 -0.98367 -4.67101 0.251
H -2.33775 -0.90293 -5.29788 0.305
H 0.61805 -2.03645 -2.26687 -0.358
H 0.50750 -3.18296 -3.58914 0.634
H -0.23048 -3.58670 -2.02407 0.189
H -3.13705 -2.89435 -3.88186 0.349
H -1.93447 -4.10766 -3.54090 0.577
H -1.77792 -3.13890 -5.01455 0.294
```

Kohn-Sham gap ... 7.975 eV
HOMO energy ... -10.12 eV
LUMO level ... -2.142 eV
Net charge ... +1



(3)
Here is a structure of composition C24H36AsLiOS5 from the OMol25 dataset. Energies are from ωB97M-V with the def2-TZVPD basis set.

Structure (XYZ):
```
68
Properties=species:S:1:pos:R:3:mulliken_charge:R:1
Li 0.91596 -1.11150 -1.52546 0.627
C 3.28355 1.41977 -2.79447 -0.205
C 4.06696 1.55158 -1.49267 -0.992
S 3.19110 0.96433 -0.01056 0.279
C 2.88078 2.49052 0.91077 -0.587
C 1.79390 3.43315 0.40025 -0.842
S 0.13598 2.69752 0.41735 -0.072
C -0.34969 2.57298 -1.32335 0.299
C 0.54544 1.69964 -2.19636 0.279
S 1.91895 2.59592 -3.00702 -0.272
H 2.90952 0.39686 -2.88622 -0.051
H 3.95170 1.59436 -3.64239 0.439
H 4.39422 2.58223 -1.33111 0.342
H 4.95645 0.92179 -1.57272 0.430
H 3.81971 3.04571 1.00991 0.525
H 2.61368 2.12631 1.90544 0.075
H 2.01812 3.78778 -0.60270 0.266
H 1.76048 4.30094 1.06661 0.469
H -0.49923 3.56092 -1.76479 0.644
H -1.32799 2.08843 -1.24320 -0.794
H -0.04545 1.19668 -2.95979 0.718
H 1.01638 0.96081 -1.55465 -1.084
C -6.18739 3.49165 -1.53044 -1.402
C -5.16497 2.43253 -1.19275 1.284
C -4.66372 2.29229 0.09788 -0.870
C -3.72231 1.30105 0.39340 -0.259
C -3.22498 0.39031 -0.54795 -0.831
C -3.75105 0.57298 -1.83890 -0.120
C -4.68628 1.55448 -2.16545 -0.614
S -1.12665 -0.93454 -0.01178 2.203
C -2.31473 -2.26557 0.30580 -1.242
O -0.92532 -1.00210 -1.53339 -1.026
H -6.30528 4.19561 -0.70353 0.335
H -7.17115 3.05646 -1.73557 0.274
H -5.89527 4.06233 -2.41653 0.309
H -5.00489 2.97571 0.87575 0.167
H -3.34630 1.26562 1.42137 0.227
H -3.39029 -0.07519 -2.64059 0.319
H -5.04672 1.65272 -3.19012 0.252
H -2.96605 -2.31333 -0.56182 0.323
H -2.89477 -1.97214 1.18197 0.271
H -1.80768 -3.20987 0.47867 0.386
C 0.28955 -4.39304 -1.14949 -1.095
As 1.26906 -3.29410 0.12534 1.484
C 2.92894 -4.21519 0.69304 -1.306
C 0.38348 -4.24908 1.73062 -1.623
S 2.71547 -2.38120 -1.79383 -0.859
H 0.53120 -5.43223 -0.91838 0.373
H 0.61605 -4.12909 -2.14901 0.237
H -0.78023 -4.23517 -1.02618 0.368
H 2.66159 -5.27133 0.78720 0.426
H 3.23390 -3.84957 1.67299 0.376
H 3.69178 -4.04841 -0.05777 0.356
H 0.41518 -5.33826 1.61816 0.430
H -0.64823 -3.92613 1.85669 0.476
H 0.93181 -3.97607 2.63652 0.400
C 0.42830 -1.56287 0.58891 -0.914
C 0.91899 -0.93824 1.79192 -0.374
C 0.15586 -0.05067 2.60174 -0.959
C 0.67246 0.55272 3.73317 -0.556
C 1.97904 0.32025 4.16284 -0.735
C 2.75476 -0.53925 3.39201 -0.683
C 2.24625 -1.13977 2.25119 -0.162
H -0.86680 0.17357 2.32142 0.446
H 0.02871 1.22182 4.29659 0.357
H 2.37373 0.79554 5.05296 0.325
H 3.79004 -0.72679 3.65895 0.318
H 2.92439 -1.71518 1.63349 0.416
```

Kohn-Sham gap ... 4.808 eV
HOMO energy ... -0.49 eV
LUMO level ... 4.316 eV
Net charge ... -2



Number 1: E -24851.249 eV. Number 2: E -105784.937 eV. Number 3: E -142736.552 eV.